No. 1
19
Properties=species:S:1:pos:R:3:forces:R:3:lowdin_charge:R:1 method="wB97M-V/def2-TZVPD" fmax_ev_per_a=2.78 charge=0 orbital_gap_ev="9.25 / 7.63" multiplicity=2 s2=1.77
C 1.955 0.280 0.116 -1.75 0.87 0.05 -0.34
O 2.867 -0.245 -0.730 0.02 0.00 0.15 -0.04
C 0.663 -0.627 0.028 0.84 -1.42 -0.06 -0.18
C -0.756 -0.015 -0.015 2.29 1.55 -0.31 -0.25
C -1.725 -1.132 0.063 -1.36 -1.20 0.88 -0.28
N -2.678 1.560 0.747 -0.70 -1.15 0.01 0.19
C -3.356 0.570 0.297 -0.97 1.10 -1.27 -0.37
N -3.089 -0.692 -0.192 1.06 0.08 1.20 0.09
H 2.237 0.283 1.182 0.29 0.43 -0.37 0.11
H 1.563 1.275 -0.268 0.74 -0.63 0.52 0.14
H 0.784 -1.399 0.836 -0.48 0.87 -0.30 0.13
H 0.870 -1.242 -0.842 -0.45 -0.04 -0.52 0.10
H -0.795 0.736 0.889 -0.38 -1.44 -1.87 0.13
H -1.007 0.486 -1.000 0.95 0.05 1.18 0.14
H -1.570 -1.509 1.089 -0.79 -0.19 0.07 0.13
H -1.604 -2.046 -0.561 0.57 0.94 0.00 0.13
H 5.264 1.736 -0.863 -0.99 -1.14 0.26 0.04
H 4.757 1.139 -0.739 1.03 1.17 -0.26 0.01
H -4.381 0.840 -0.038 0.06 0.17 0.66 0.11



No. 2
38
Properties=species:S:1:pos:R:3:forces:R:3:lowdin_charge:R:1 method="wB97M-V/def2-TZVPD" fmax_ev_per_a=1.47 charge=0 smiles="C=Cn1c2ccccc2c2ccccc21.O=C1CCC(=O)N1" orbital_gap_ev=8.41
C 1.305 -4.462 -1.253 0.47 -0.29 0.02 -0.08
C -0.135 -3.975 -1.290 -0.50 0.00 -0.01 -0.08
C -0.073 -2.451 -1.182 -0.15 0.49 0.12 -0.41
O -0.982 -1.639 -1.112 0.96 -1.09 -0.23 0.08
N 1.280 -2.134 -1.148 0.24 -0.30 0.21 0.18
C 2.155 -3.217 -1.028 0.08 0.37 0.16 -0.42
O 3.339 -3.125 -0.771 -1.06 -0.14 -0.36 0.08
H 1.493 -5.197 -0.462 0.06 0.19 -0.20 0.13
H 1.593 -4.916 -2.209 0.11 0.08 0.25 0.13
H -0.627 -4.257 -2.226 -0.10 0.15 0.22 0.13
H -0.718 -4.384 -0.460 -0.07 0.19 -0.16 0.13
C 2.023 0.688 -1.646 -0.65 0.93 -0.74 -0.02
C 0.714 1.054 -1.607 0.95 0.05 -0.06 -0.13
N -0.018 1.200 -0.462 -0.16 0.28 0.73 0.01
C -1.228 1.917 -0.380 0.34 0.39 0.63 -0.14
C -1.912 2.556 -1.400 -0.51 0.22 0.10 -0.01
C -3.001 3.369 -1.045 0.38 -0.43 0.22 -0.08
C -3.365 3.531 0.304 0.11 -0.14 0.13 -0.09
C -2.656 2.891 1.330 0.01 -0.12 -0.49 -0.01
C -1.577 2.079 0.983 -0.21 0.31 -0.75 -0.11
C -0.570 1.403 1.762 0.78 -0.35 -0.04 -0.10
C 0.377 0.852 0.849 -0.78 0.54 0.23 -0.12
C 1.457 0.110 1.294 0.21 -0.26 0.61 -0.02
C 1.630 -0.036 2.685 -0.32 0.27 -0.45 -0.07
C 0.757 0.591 3.588 -0.16 -0.02 -0.03 -0.09
C -0.364 1.297 3.134 0.29 -0.22 -0.29 -0.02
H 2.411 0.369 -2.612 0.17 0.56 0.16 0.07
H 2.722 0.906 -0.837 -0.37 -0.67 -0.12 0.07
H 1.611 -1.168 -1.088 -0.23 -0.30 -0.14 0.07
H 0.157 1.349 -2.502 0.15 -0.88 0.14 0.12
H -1.596 2.421 -2.431 -0.24 0.21 0.11 0.10
H -3.566 3.885 -1.821 0.14 -0.13 0.19 0.10
H -4.209 4.173 0.554 0.21 -0.15 -0.07 0.10
H -2.904 3.008 2.384 -0.11 0.14 -0.29 0.11
H 2.135 -0.356 0.587 -0.02 0.11 0.55 0.08
H 2.463 -0.633 3.056 -0.20 0.22 -0.10 0.10
H 0.954 0.521 4.659 -0.09 -0.04 -0.30 0.10
H -1.075 1.776 3.806 0.27 -0.19 0.04 0.11



No. 3
18
Properties=species:S:1:pos:R:3:forces:R:3:lowdin_charge:R:1 method="wB97M-V/def2-TZVPD" fmax_ev_per_a=2.93 charge=-1 orbital_gap_ev=4.94
O 4.501 -0.501 0.276 -1.24 -2.51 0.85 -0.35
P 3.082 -1.367 -0.263 0.57 -1.52 -0.73 0.07
O 2.836 -2.888 0.577 1.18 2.52 0.93 -0.38
S 3.192 -1.836 -2.188 0.18 0.33 1.71 0.11
P 1.298 -0.046 -0.119 -1.15 0.68 -0.40 0.39
S -0.353 -1.465 -0.327 1.35 -0.12 1.60 0.27
H 5.096 -1.086 0.840 -1.13 0.94 -1.10 0.07
H 2.847 -2.768 1.574 -0.14 -0.04 -1.61 0.06
H 1.245 0.598 1.169 0.03 -0.94 -0.15 -0.11
H -0.125 -2.353 0.749 -0.12 1.00 -1.15 -0.18
C -3.359 1.865 -0.887 -1.00 -0.20 -0.07 -0.16
C -2.504 1.556 0.355 -0.69 0.42 -1.58 -0.64
O -1.269 1.943 0.079 1.96 -0.23 0.74 -0.38
H -3.008 1.320 -1.772 0.16 0.07 0.21 0.05
H -4.397 1.561 -0.707 -0.36 -0.04 -0.11 0.04
H -3.369 2.936 -1.122 0.20 -0.13 0.12 0.05
H -2.684 0.492 0.572 0.24 -0.82 0.09 0.04
H -3.030 2.039 1.194 -0.03 0.56 0.64 0.06



No. 4
125
Properties=species:S:1:pos:R:3:forces:R:3:lowdin_charge:R:1 method="wB97M-V/def2-TZVPD" fmax_ev_per_a=1.51 charge=+2 orbital_gap_ev="4.56 / 4.54"
W -0.116 0.008 0.387 -0.54 -1.24 0.67 1.73
C -1.874 -4.032 5.500 -0.05 0.01 0.02 -0.05
C -3.179 -3.788 5.023 0.04 0.00 0.02 -0.04
C -3.411 -2.974 3.935 0.03 0.01 0.05 0.00
C -2.297 -2.394 3.329 -0.10 0.10 -0.13 -0.11
C -2.159 -1.578 2.146 -0.46 -0.09 0.10 -0.28
N -3.199 -1.254 1.393 0.41 -0.05 0.23 0.23
C -3.044 -0.854 0.162 -0.28 -0.17 -0.21 -0.28
C -4.127 -0.594 -0.755 0.08 -0.01 0.24 -0.10
C -5.505 -0.481 -0.563 -0.03 0.01 -0.02 0.00
C -6.281 -0.256 -1.679 0.03 -0.01 -0.04 -0.05
C -5.707 -0.157 -2.964 -0.01 0.03 0.01 -0.05
C -4.348 -0.276 -3.156 -0.01 -0.04 0.02 0.00
C -3.560 -0.493 -2.023 0.18 0.01 -0.17 -0.11
C -2.138 -0.668 -1.853 -0.38 -0.06 0.21 -0.28
N -1.278 -0.850 -2.843 0.31 -0.01 0.05 0.24
C -0.008 -1.013 -2.618 -0.05 0.27 -0.21 -0.25
N 0.719 -0.724 -1.450 -0.10 0.01 0.37 0.00
C 2.035 -0.915 -1.754 0.27 0.01 -0.19 -0.26
N 3.068 -0.706 -0.960 -0.26 0.18 -0.28 0.23
C 2.862 -0.669 0.324 0.17 -0.44 0.26 -0.28
N 1.661 -0.973 0.950 0.08 0.50 0.16 -0.01
C 1.987 -1.335 2.246 0.18 -0.16 -0.17 -0.30
N 1.191 -1.859 3.129 -0.25 -0.06 0.06 0.21
C -0.115 -1.915 2.932 -0.13 0.15 0.20 -0.25
N -0.828 -1.265 1.945 0.50 -0.04 -0.23 0.01
C -1.011 -2.630 3.803 0.20 -0.07 0.04 -0.11
C -0.774 -3.460 4.900 -0.04 0.04 0.00 0.00
C 3.395 -1.081 2.493 -0.13 -0.04 0.14 -0.11
C 4.159 -1.195 3.648 0.02 -0.02 -0.02 0.01
C 5.482 -0.803 3.560 0.02 0.01 -0.05 -0.03
C 6.027 -0.333 2.355 0.00 -0.04 0.05 -0.03
C 5.266 -0.248 1.202 0.03 -0.05 -0.02 0.00
C 3.934 -0.621 1.303 -0.09 0.18 -0.15 -0.11
C 2.187 -1.364 -3.121 0.11 0.01 0.05 -0.10
C 3.313 -1.722 -3.854 -0.01 0.01 0.00 0.02
C 3.098 -2.191 -5.136 -0.07 -0.02 -0.04 -0.04
C 1.801 -2.310 -5.664 0.08 0.02 0.00 -0.04
C 0.686 -1.937 -4.935 0.03 0.08 0.00 0.01
C 0.910 -1.449 -3.652 -0.12 -0.04 -0.06 -0.10
N -1.835 -0.797 -0.530 0.20 0.45 -0.20 0.01
H -1.739 -4.686 6.350 -0.02 0.00 0.00 0.11
H -4.014 -4.263 5.522 0.01 0.00 0.01 0.11
H -4.409 -2.795 3.559 0.01 -0.02 -0.01 0.12
H -5.941 -0.563 0.424 0.01 -0.04 -0.01 0.12
H -7.354 -0.165 -1.576 0.00 0.01 -0.01 0.11
H -6.357 0.009 -3.814 0.00 0.00 0.00 0.11
H -3.903 -0.219 -4.141 -0.01 -0.02 0.00 0.12
H 0.231 -3.646 5.256 0.00 -0.01 -0.03 0.12
H 3.734 -1.566 4.571 0.00 0.01 -0.01 0.12
H 6.114 -0.860 4.436 0.00 0.02 -0.01 0.12
H 7.067 -0.035 2.335 0.00 -0.01 0.00 0.11
H 5.674 0.100 0.263 0.01 0.01 0.01 0.12
H 4.306 -1.641 -3.434 -0.01 -0.01 0.01 0.12
H 3.943 -2.483 -5.746 -0.01 -0.02 -0.01 0.12
H 1.676 -2.708 -6.662 0.01 0.02 -0.01 0.12
H -0.313 -2.027 -5.336 0.00 0.00 0.01 0.12
O -5.302 4.681 1.617 -0.03 -0.01 0.04 -0.04
C -5.052 3.689 2.585 0.03 -0.04 -0.07 -0.19
C -3.875 2.873 2.130 -0.05 0.06 -0.14 -0.13
C -3.145 2.103 3.024 0.06 -0.10 0.04 0.04
C -2.094 1.340 2.559 -0.23 -0.01 -0.05 -0.09
N -1.737 1.333 1.270 0.13 0.03 -0.11 -0.02
C -2.387 2.135 0.412 0.19 0.08 -0.28 -0.18
C -3.473 2.892 0.797 -0.06 0.02 0.20 0.09
C -1.737 2.269 -0.917 -0.20 -0.12 0.29 -0.19
C -2.285 3.003 -1.940 0.07 0.03 -0.22 0.07
C -1.537 3.237 -3.094 -0.16 -0.02 0.07 -0.14
C -2.142 4.017 -4.237 -0.03 0.00 0.01 -0.19
O -3.534 3.825 -4.341 0.03 -0.01 0.10 -0.03
C -0.242 2.750 -3.128 0.17 -0.09 0.08 0.03
C 0.236 1.984 -2.076 -0.08 0.15 -0.16 -0.12
N -0.510 1.698 -1.002 0.01 0.28 0.21 -0.03
H -6.084 5.184 1.864 -0.01 0.00 0.00 0.11
H -5.909 3.013 2.700 0.00 -0.01 0.02 0.14
H -4.835 4.114 3.570 0.02 0.04 -0.01 0.14
H -3.380 2.089 4.080 -0.02 0.00 -0.01 0.13
H -1.520 0.715 3.226 0.02 0.03 0.03 0.11
H -3.993 3.526 0.096 0.02 0.04 0.02 0.13
H -3.293 3.385 -1.873 0.01 0.03 0.00 0.13
H -1.617 3.783 -5.167 -0.01 -0.02 0.00 0.13
H -2.001 5.082 -4.042 0.03 0.01 -0.04 0.14
H -3.716 2.922 -4.623 0.01 0.03 -0.07 0.10
H 0.408 2.932 -3.974 -0.02 -0.01 0.00 0.13
H 1.243 1.600 -2.090 0.02 0.00 -0.01 0.06
C 2.461 5.694 -1.441 0.06 0.00 0.02 -0.02
N 3.804 5.270 -1.096 -0.10 0.02 -0.10 -0.12
C 4.936 6.072 -1.193 -0.01 -0.05 0.03 -0.04
C 5.991 5.315 -0.844 -0.05 0.00 -0.01 -0.05
N 5.487 4.063 -0.544 0.06 -0.07 0.03 0.07
C 4.145 4.020 -0.698 0.00 0.03 0.04 -0.76
S 3.149 2.679 -0.419 0.21 0.11 -0.14 0.68
H 2.426 6.006 -2.484 0.00 0.00 0.00 0.10
H 2.153 6.524 -0.807 0.00 0.00 0.01 0.10
H 1.800 4.844 -1.291 -0.02 0.00 0.01 0.04
H 4.879 7.102 -1.495 0.00 -0.01 -0.01 0.13
H 7.038 5.550 -0.784 -0.01 0.00 0.01 0.12
H 6.013 3.261 -0.247 0.02 -0.01 0.02 0.15
C -0.640 2.245 6.228 -0.01 0.02 0.02 -0.06
C 0.138 0.942 6.084 0.09 0.05 0.03 -0.19
N 1.596 1.078 6.150 -0.04 -0.02 -0.07 -0.05
C 2.265 0.573 7.354 0.01 0.04 -0.03 -0.20
C 2.069 1.486 8.554 0.01 0.00 0.04 -0.06
C 2.339 1.765 5.249 -0.03 -0.05 0.08 -0.42
O 3.533 1.983 5.367 -0.06 0.09 0.03 0.09
C 1.665 2.243 3.987 0.13 -0.02 -0.05 -0.10
C 1.665 3.584 3.630 0.04 0.04 0.01 0.04
C 1.154 3.928 2.394 -0.03 -0.03 0.01 -0.02
C 0.740 2.930 1.532 -0.08 0.09 0.10 -0.19
N 0.765 1.628 1.850 0.02 0.19 -0.66 -0.03
C 1.195 1.318 3.081 -0.11 -0.02 0.02 -0.07
H -1.691 2.028 6.430 0.01 0.00 -0.02 0.08
H -0.588 2.859 5.328 0.02 0.01 0.01 0.06
H -0.255 2.833 7.062 -0.02 -0.01 0.00 0.08
H -0.145 0.425 5.164 -0.05 -0.04 0.01 0.09
H -0.133 0.275 6.901 0.00 -0.03 -0.02 0.12
H 3.323 0.484 7.119 0.01 -0.01 -0.01 0.11
H 1.874 -0.426 7.553 0.00 0.00 0.00 0.12
H 2.456 2.483 8.341 0.00 -0.01 -0.01 0.08
H 2.606 1.092 9.416 -0.01 -0.01 -0.01 0.08
H 1.016 1.569 8.831 0.01 0.00 -0.01 0.07
H 2.052 4.331 4.312 0.01 -0.01 -0.01 0.14
H 1.099 4.959 2.073 0.02 0.00 -0.01 0.12
H 0.342 3.189 0.565 0.12 -0.02 -0.06 0.08
H 1.145 0.288 3.376 0.02 -0.01 0.01 0.09



M: 115.16, 292.34, 207.17, 1205.02 (g mol⁻¹)